1.
71
Properties=species:S:1:pos:R:3:forces:R:3 method="wB97M-V/def2-TZVPD" total_charge=-1 gap_ev=4.137 lumo_energy_ev=0.88 e_homo_ev=-3.254
C -3.006871 2.759739 -3.046739 -0.05 0.16 -0.31
C -2.866147 1.273179 -2.973812 -0.02 0.26 -0.13
O -3.390372 0.641701 -2.131142 -0.54 -0.91 1.01
O -2.140798 0.659837 -3.966086 0.49 0.53 -0.35
C -0.835155 0.232005 -3.558111 0.06 -0.10 -0.52
C 0.197127 0.732066 -4.570788 -0.22 0.11 -0.19
C 1.134272 -0.362748 -5.056148 -0.26 -0.36 0.31
C 2.102405 -0.980315 -4.025220 0.32 0.50 -0.28
C 2.616760 -0.055731 -2.903115 0.32 -0.80 0.04
C 2.110733 -0.454253 -1.510131 -0.22 0.30 -0.22
C 2.306029 0.670815 -0.476467 0.53 -0.22 -0.45
C 3.011613 0.232920 0.822702 -0.70 0.04 -0.33
C 2.175731 0.293706 2.138994 1.20 -0.60 0.93
P 3.154016 1.195022 3.424507 -1.33 1.28 1.17
N 2.275213 1.686290 4.588784 0.19 -0.57 -0.10
O 3.908802 2.406245 2.696766 0.55 -0.53 -0.41
O 4.322753 0.187831 3.888533 0.27 -0.14 -0.84
C 0.714077 0.674481 2.025489 -0.17 0.21 0.07
P -0.073250 2.371553 2.063676 0.73 0.91 -0.40
S 1.179331 3.838686 2.188121 -0.04 -0.10 -0.01
N -0.019033 -0.351984 1.833229 0.62 0.56 -0.26
C -1.541519 -0.098690 1.646777 -3.19 0.05 -0.94
O -2.136231 -0.137823 2.709519 0.92 -0.04 0.24
O -1.888174 0.118119 0.485646 1.62 -0.26 0.82
C 0.776674 -1.582203 1.756520 0.57 -0.95 -0.34
C 0.171505 -2.978578 1.997372 -0.13 0.44 0.58
C -1.340874 -3.069298 2.163374 0.00 -0.45 -0.37
C -2.222908 -3.060895 0.893764 -0.13 0.37 0.41
I -1.241317 -2.815320 -0.991147 -0.02 -0.18 -0.04
C 1.953521 -1.182815 2.645613 -0.16 -0.23 0.45
S 1.563818 -1.278473 4.439325 -0.30 0.35 0.32
H -2.232058 3.240616 -3.632890 0.11 0.05 -0.06
H -3.055017 3.148466 -2.037303 0.06 0.05 0.16
H -3.976157 2.966695 -3.495609 -0.07 0.08 -0.14
H -0.614988 0.573653 -2.549871 -0.10 -0.06 0.23
H -0.836811 -0.857305 -3.575417 -0.01 -0.15 0.24
H 0.716218 1.617955 -4.209942 0.17 0.02 0.15
H -0.369428 1.079307 -5.432679 -0.10 0.00 -0.11
H 0.479531 -1.165863 -5.398789 0.02 -0.12 -0.18
H 1.674253 -0.040716 -5.942922 0.19 0.25 0.01
H 2.978031 -1.303554 -4.585554 0.02 -0.22 -0.10
H 1.684499 -1.889706 -3.598612 -0.18 -0.02 0.18
H 3.697817 -0.199028 -2.877823 0.19 0.33 0.05
H 2.455303 0.997767 -3.109688 -0.24 0.11 -0.05
H 2.675933 -1.335330 -1.206027 -0.02 -0.19 0.06
H 1.072206 -0.769606 -1.591234 -0.18 0.04 0.19
H 2.964739 1.386424 -0.963899 -0.01 0.29 0.10
H 1.369469 1.199035 -0.310863 -0.09 0.02 0.16
H 3.912136 0.826201 0.936776 -0.01 0.21 0.12
H 3.356152 -0.790730 0.692277 -0.01 -0.17 -0.02
H 2.567684 1.271632 5.465661 -0.28 0.18 0.21
H 4.861008 2.248914 2.680727 0.04 0.19 -0.04
H 4.580300 -0.419691 3.181340 0.18 -0.10 0.17
H -1.099166 2.289279 3.008972 0.00 -0.37 0.04
H -0.707298 2.369295 0.817711 -0.31 -0.38 0.10
H 1.192293 -1.627220 0.746866 -0.24 0.27 -0.25
H 0.534928 -3.643867 1.220588 -0.10 0.03 -0.28
H 0.615949 -3.357445 2.914206 -0.05 -0.05 0.14
H -1.676113 -2.285571 2.834681 -0.07 0.07 0.03
H -1.549034 -4.010988 2.667474 0.06 -0.12 0.09
H -2.788037 -3.977628 0.804877 0.06 -0.19 -0.12
H -2.941032 -2.251096 0.955959 -0.02 0.18 -0.24
H 2.807086 -1.839155 2.511160 0.21 0.13 -0.42
H 1.299448 -2.588849 4.507019 0.10 -0.09 -0.27
C -4.860854 1.120174 1.356047 -0.23 0.30 -0.05
C -6.407419 1.033684 1.312378 0.08 -0.01 0.01
O -7.012836 2.024730 0.839455 -0.03 0.01 0.01
O -6.896022 -0.031630 1.760337 -0.01 -0.01 -0.01
H -4.521045 2.075846 0.947400 0.02 -0.02 -0.04
H -4.507701 1.033407 2.384172 -0.02 -0.12 0.02
H -4.415698 0.316827 0.773237 -0.01 -0.06 0.03

***

2.
11
Properties=species:S:1:pos:R:3:forces:R:3 method="wB97M-V/def2-TZVPD" e_above_lowest_kj_mol=14.6 total_charge=0 gap_ev=11.089 smiles="CC(=O)NC=O" lumo_energy_ev=0.69 e_homo_ev=-10.398
C 1.177103 -0.605964 -0.611716 0.02 -0.03 -0.04
C -0.122395 0.087792 -0.931089 0.02 -0.02 -0.36
O -0.426733 0.447121 -2.045593 0.02 -0.23 0.46
N -1.061715 0.227044 0.114237 0.04 0.11 0.01
C -0.759167 0.504561 1.431669 0.27 0.06 0.06
O 0.359875 0.632190 1.871611 -0.50 -0.14 -0.11
H 1.985491 0.128531 -0.552252 -0.15 -0.07 0.00
H 1.146376 -1.158762 0.328386 -0.02 0.13 -0.17
H 1.376752 -1.277574 -1.451834 0.05 0.13 0.13
H -2.007312 0.398512 -0.204293 0.10 0.09 0.08
H -1.668275 0.616549 2.050874 0.13 -0.02 -0.07

***

3.
17
Properties=species:S:1:pos:R:3:forces:R:3 method="wB97M-V/def2-TZVPD" e_above_lowest_kj_mol=49.5 total_charge=-1 multiplicity=2 gap_ev="4.141 / 7.240" lumo_energy_ev="4.27 / 4.17" e_homo_ev="0.132 / -3.075"
O -2.245398 -1.408935 0.849940 0.31 0.43 -0.31
C -0.956569 -1.263026 0.864163 -0.11 -0.64 0.51
C -0.104498 -0.896741 -0.319003 -0.75 0.16 -0.07
C 1.076465 -1.848629 -0.482874 0.21 0.92 0.05
N 0.417996 0.524535 -0.367128 0.12 -0.20 0.45
C -0.531403 1.472953 0.231197 0.90 0.35 -1.18
N -0.272191 2.848592 -0.211280 -0.32 0.36 0.24
H -0.397835 -1.641148 1.747344 0.10 0.02 -0.10
H -0.755799 -0.965338 -1.193236 -0.14 -0.06 -0.14
H 1.340519 -2.221694 0.505184 0.21 -0.17 0.02
H 0.810483 -2.665414 -1.140193 0.04 -0.29 -0.04
H 1.926970 -1.287959 -0.906246 -0.01 -0.39 -0.05
H 1.273888 0.510851 0.184402 -0.03 0.21 0.10
H -0.523243 1.467421 1.319521 -0.32 -0.15 0.05
H -1.491025 1.193757 -0.179401 -0.44 -0.16 0.41
H 0.476126 3.300196 0.293597 0.17 -0.17 0.05
H -0.044486 2.880577 -1.195988 0.06 -0.21 0.01

***

How do the records compare in calculated total energy? In the order shown, they have -89033.3414 -8777.5432 -9336.3287 eV.